{
  "formula": "C30H51BiCl2N2PS",
  "method": "the ωB97M-V functional and the def2-TZVPD basis",
  "symbols": ["P", "C", "C", "C", "C", "C", "C", "C", "C", "C", "C", "C", "C", "C", "C", "C", "C", "C", "C", "H", "H", "H", "H", "H", "H", "H", "H", "H", "H", "H", "H", "H", "H", "H", "H", "H", "H", "H", "H", "H", "H", "H", "H", "H", "H", "H", "H", "H", "H", "H", "H", "H", "Bi", "Cl", "Cl", "C", "H", "C", "C", "C", "C", "C", "C", "H", "H", "H", "H", "H", "C", "C", "N", "C", "S", "N", "C", "C", "H", "H", "H", "H", "H", "H", "H", "H", "H", "H", "H", "H"],
  "positions_angstrom": [[-1.326, 0.687, -0.771], [-0.578, 2.195, -1.482], [-1.368, 2.725, -2.672], [-0.603, 3.895, -3.302], [-0.295, 4.993, -2.279], [0.449, 4.431, -1.068], [-0.334, 3.272, -0.433], [-2.718, 0.941, 0.359], [-3.803, 1.735, -0.347], [-5.067, 1.762, 0.530], [-4.766, 2.316, 1.924], [-3.635, 1.537, 2.602], [-2.376, 1.519, 1.730], [-1.884, -0.391, -2.134], [-0.758, -0.705, -3.125], [-1.318, -1.444, -4.350], [-2.076, -2.710, -3.942], [-3.175, -2.397, -2.923], [-2.614, -1.666, -1.693], [0.411, 1.846, -1.848], [-2.363, 3.065, -2.340], [-1.536, 1.946, -3.433], [-1.178, 4.301, -4.141], [0.341, 3.512, -3.712], [0.289, 5.792, -2.748], [-1.237, 5.443, -1.943], [1.435, 4.058, -1.380], [0.617, 5.213, -0.320], [0.208, 2.868, 0.433], [-1.303, 3.649, -0.069], [-3.067, -0.090, 0.533], [-5.451, 0.738, 0.622], [-4.043, 1.310, -1.337], [-3.460, 2.770, -0.518], [-5.844, 2.356, 0.038], [-5.668, 2.290, 2.543], [-4.471, 3.369, 1.836], [-3.398, 1.967, 3.583], [-3.955, 0.498, 2.772], [-1.595, 0.911, 2.205], [-1.973, 2.539, 1.634], [-2.616, 0.282, -2.607], [-0.232, 0.210, -3.438], [0.000, -1.335, -2.630], [-1.999, -0.772, -4.891], [-0.497, -1.689, -5.033], [-1.371, -3.421, -3.493], [-2.504, -3.197, -4.823], [-3.677, -3.315, -2.602], [-3.934, -1.758, -3.393], [-3.435, -1.433, -0.998], [-1.921, -2.324, -1.143], [0.572, -0.894, 0.254], [-1.327, -1.921, 1.637], [2.254, 0.232, -1.320], [1.115, 0.844, 1.631], [1.730, 1.538, 1.043], [0.962, 0.989, 2.987], [0.072, 0.244, 3.847], [0.009, 0.587, 5.173], [0.794, 1.630, 5.695], [1.658, 2.344, 4.842], [1.752, 2.050, 3.519], [-0.520, -0.555, 3.422], [-0.663, 0.036, 5.830], [2.268, 3.151, 5.241], [2.396, 2.572, 2.825], [0.735, 1.888, 6.754], [6.927, -2.953, 1.227], [5.615, -3.397, 1.822], [4.496, -2.487, 1.340], [3.305, -2.912, 0.946], [1.964, -2.269, 1.872], [3.064, -3.892, 0.134], [4.037, -4.668, -0.732], [4.061, -6.122, -0.349], [6.896, -2.967, 0.141], [7.697, -3.641, 1.562], [7.187, -1.956, 1.564], [5.335, -4.407, 1.535], [5.667, -3.360, 2.915], [4.575, -1.569, 1.827], [2.094, -4.236, 0.012], [3.717, -4.543, -1.774], [4.991, -4.172, -0.616], [3.097, -6.589, -0.516], [4.801, -6.629, -0.965], [4.334, -6.256, 0.693]],
  "atomic_forces_ev_per_a": [[1.43, -0.89, 0.98], [-0.34, -0.44, -0.47], [-0.02, 0.53, -0.33], [-0.08, -0.01, -0.08], [0.03, -0.06, -0.01], [-0.12, -0.15, 0.06], [0.11, 0.40, 0.11], [-0.33, 0.14, -0.61], [-0.86, 0.26, 0.24], [0.03, 0.12, -0.19], [0.09, -0.08, 0.06], [0.04, 0.00, -0.11], [0.28, -0.04, 0.21], [-0.86, 0.95, -0.35], [0.08, -0.03, -0.09], [0.05, 0.06, 0.16], [0.03, 0.10, 0.09], [0.12, 0.11, 0.13], [0.01, -0.06, 0.05], [-0.40, 0.08, 0.23], [0.23, -0.02, -0.12], [0.08, 0.23, 0.25], [0.06, 0.04, 0.00], [-0.09, 0.04, 0.03], [-0.04, -0.02, -0.01], [0.01, -0.01, -0.01], [-0.12, 0.05, 0.06], [0.01, -0.04, -0.08], [-0.20, -0.03, -0.22], [0.16, 0.01, -0.05], [0.07, 0.23, -0.03], [0.02, 0.06, -0.01], [0.05, 0.10, 0.28], [-0.09, -0.26, 0.09], [-0.05, -0.02, 0.06], [-0.01, 0.02, -0.03], [-0.01, -0.03, -0.01], [-0.03, -0.07, -0.15], [0.04, 0.14, 0.00], [-0.20, 0.26, -0.15], [-0.10, -0.23, 0.05], [-0.18, -0.50, -0.62], [-0.13, -0.30, 0.11], [-0.20, 0.19, -0.13], [0.03, -0.05, 0.01], [-0.08, -0.01, 0.02], [-0.02, 0.04, -0.03], [0.01, -0.02, -0.01], [0.02, 0.03, -0.05], [0.02, -0.05, 0.00], [0.25, -0.08, -0.19], [-0.19, 0.20, -0.12], [-0.25, 1.70, 0.01], [-1.26, -0.66, 0.49], [1.25, 0.58, -1.16], [-0.60, -1.31, -2.11], [-0.06, -0.47, 0.32], [-0.14, -0.12, -0.63], [0.79, 0.47, -0.37], [0.31, 0.37, 0.42], [-0.18, -0.02, 0.50], [-0.04, 0.23, 0.64], [-0.44, -0.25, 0.63], [0.07, 0.09, 0.20], [0.08, 0.08, 0.00], [-0.04, 0.00, 0.14], [0.15, 0.15, 0.15], [0.01, -0.07, -0.26], [0.10, -0.47, 0.09], [-1.25, 0.83, -0.89], [3.58, 0.27, 0.79], [-2.97, 1.67, 3.29], [2.31, -1.78, 1.15], [0.32, -3.09, -2.87], [-1.05, 1.42, 0.62], [0.32, -0.06, -0.06], [-0.01, 0.07, -0.12], [0.33, -0.02, 0.01], [0.04, 0.20, -0.01], [0.18, -0.08, 0.04], [-0.24, 0.05, -0.11], [-1.04, -1.20, -0.69], [0.91, 0.93, 0.60], [0.08, 0.02, 0.19], [0.27, -0.06, -0.10], [-0.18, -0.09, -0.01], [0.02, -0.19, -0.05], [0.01, -0.04, 0.16]],
  "lowdin_charge": [0.915, -0.458, -0.215, -0.201, -0.213, -0.192, -0.203, -0.468, -0.217, -0.204, -0.212, -0.187, -0.202, -0.478, -0.236, -0.201, -0.213, -0.203, -0.219, 0.038, 0.105, 0.097, 0.102, 0.117, 0.101, 0.109, 0.118, 0.108, 0.088, 0.104, 0.069, 0.113, 0.105, 0.104, 0.100, 0.100, 0.110, 0.113, 0.117, 0.056, 0.112, 0.092, 0.096, 0.064, 0.110, 0.105, 0.112, 0.099, 0.105, 0.110, 0.102, 0.073, 0.751, -0.130, -0.217, -0.408, -0.028, -0.420, -0.134, -0.152, -0.176, -0.165, -0.113, -0.010, 0.085, 0.079, 0.089, 0.060, -0.098, -0.213, -0.007, -0.812, 0.497, 0.019, -0.201, -0.093, 0.068, 0.070, 0.075, 0.087, 0.119, 0.151, 0.151, 0.120, 0.091, 0.074, 0.075, 0.068],
  "relative_energy_ev": 0.874,
  "energy_ha": -3157.81501,
  "charge": -1,
  "homo_energy_ev": -1.55,
  "largest_force_ev_per_a": 4.7
}